{
  "formula": "C60H103N9O31",
  "method": "the ωB97M-V functional and the def2-TZVPD basis",
  "lumo_ha": -0.07063,
  "homo_lumo_gap_ev": 7.052,
  "charge": 0,
  "homo_energy_ev": -8.97,
  "elements": ["C", "N", "O", "O", "H", "H", "H", "C", "N", "O", "O", "H", "H", "H", "C", "C", "C", "O", "C", "N", "H", "H", "H", "H", "H", "H", "H", "H", "H", "H", "H", "C", "C", "C", "O", "C", "N", "H", "H", "H", "H", "H", "H", "H", "H", "H", "H", "H", "C", "C", "C", "O", "C", "N", "H", "H", "H", "H", "H", "H", "H", "H", "H", "H", "H", "C", "C", "C", "O", "C", "N", "H", "H", "H", "H", "H", "H", "H", "H", "H", "H", "H", "C", "C", "C", "O", "C", "N", "H", "H", "H", "H", "H", "H", "H", "H", "H", "H", "H", "C", "C", "C", "O", "C", "N", "H", "H", "H", "H", "H", "H", "H", "H", "H", "H", "H", "C", "C", "C", "O", "C", "N", "H", "H", "H", "H", "H", "H", "H", "H", "H", "H", "H", "C", "C", "C", "O", "C", "C", "C", "O", "O", "O", "H", "H", "H", "H", "C", "C", "C", "O", "C", "C", "C", "O", "O", "O", "H", "H", "H", "H", "C", "C", "C", "O", "C", "C", "C", "O", "O", "O", "H", "H", "H", "H", "C", "C", "C", "O", "C", "C", "C", "O", "O", "O", "H", "H", "H", "H", "C", "C", "C", "O", "C", "C", "C", "O", "O", "O", "H", "H", "H", "H"],
  "coordinates": [[12.79, -0.83, 16.55], [11.76, -1.33, 15.57], [11.86, -2.49, 15.14], [10.75, -0.64, 15.27], [13.31, -1.68, 16.98], [12.18, -0.18, 17.18], [13.46, -0.32, 15.86], [16.29, -0.58, 19.69], [15.72, -1.72, 18.91], [15.70, -1.69, 17.69], [15.36, -2.70, 19.58], [15.51, -0.40, 20.43], [16.58, 0.20, 18.98], [17.17, -1.12, 20.03], [13.19, 6.92, 19.86], [14.52, 6.10, 19.66], [14.30, 4.89, 18.74], [15.54, 4.14, 18.60], [15.46, 2.99, 17.92], [15.51, 7.00, 19.06], [12.76, 7.22, 18.90], [13.23, 7.85, 20.43], [12.45, 6.29, 20.34], [14.88, 5.83, 20.66], [14.03, 5.15, 17.72], [13.55, 4.25, 19.20], [14.72, 2.32, 18.35], [16.37, 2.40, 18.05], [15.21, 3.17, 16.87], [16.27, 6.38, 18.82], [15.15, 7.35, 18.18], [12.37, -10.25, 9.29], [13.61, -9.57, 9.70], [13.60, -8.02, 9.76], [12.69, -7.44, 10.72], [12.98, -6.13, 11.10], [13.98, -10.04, 11.03], [12.64, -11.31, 9.25], [12.10, -9.86, 8.31], [11.66, -10.08, 10.10], [14.31, -9.86, 8.91], [13.24, -7.70, 8.78], [14.59, -7.56, 9.87], [12.88, -5.40, 10.30], [14.03, -6.18, 11.38], [12.39, -5.81, 11.96], [13.26, -9.55, 11.55], [13.91, -11.04, 11.09], [15.32, -2.73, 13.97], [16.70, -2.00, 14.10], [16.51, -0.48, 14.17], [17.81, 0.03, 13.95], [18.36, 0.92, 14.94], [17.19, -2.44, 15.34], [15.39, -3.82, 13.94], [14.93, -2.39, 13.01], [14.55, -2.56, 14.71], [17.36, -2.32, 13.30], [15.96, -0.14, 15.04], [15.93, -0.09, 13.33], [19.40, 1.19, 14.78], [18.29, 0.42, 15.91], [17.67, 1.72, 15.20], [17.81, -1.81, 15.83], [16.32, -2.38, 15.85], [12.96, -1.47, 9.25], [13.58, -0.52, 10.32], [13.07, -0.81, 11.74], [13.72, 0.04, 12.68], [13.14, 1.36, 12.89], [15.00, -0.68, 10.25], [11.87, -1.41, 9.28], [13.14, -2.54, 9.32], [13.19, -1.25, 8.21], [13.44, 0.51, 10.02], [13.17, -1.85, 12.05], [12.02, -0.63, 12.00], [12.07, 1.31, 13.11], [13.30, 2.03, 12.04], [13.71, 1.67, 13.76], [15.39, -0.18, 9.46], [15.48, -0.35, 11.07], [9.07, 0.48, 11.35], [7.91, -0.36, 10.84], [7.29, 0.10, 9.53], [7.17, 1.49, 9.40], [5.87, 1.95, 9.97], [8.45, -1.69, 10.72], [9.67, 0.01, 12.13], [8.74, 1.44, 11.75], [9.82, 0.65, 10.57], [7.27, -0.38, 11.72], [6.31, -0.33, 9.29], [8.02, -0.19, 8.77], [5.71, 3.01, 9.73], [5.93, 1.76, 11.04], [5.01, 1.48, 9.49], [9.20, -1.90, 11.37], [8.77, -1.90, 9.79], [12.24, -4.08, 23.75], [12.22, -3.34, 22.45], [12.74, -4.10, 21.19], [12.23, -3.37, 20.11], [12.52, -3.90, 18.83], [10.88, -2.87, 22.21], [11.54, -3.65, 24.47], [13.26, -4.12, 24.13], [11.90, -5.11, 23.58], [12.87, -2.46, 22.56], [12.34, -5.11, 21.07], [13.81, -4.30, 21.19], [13.57, -4.07, 18.58], [12.16, -3.21, 18.07], [11.92, -4.81, 18.83], [10.85, -2.72, 21.22], [10.27, -3.68, 22.27], [9.19, 0.61, 18.47], [7.80, 0.27, 18.14], [7.12, 1.28, 17.25], [7.77, 1.48, 15.94], [6.97, 1.75, 14.83], [7.93, -0.83, 17.24], [9.77, 0.68, 17.54], [9.68, -0.21, 18.99], [9.19, 1.56, 19.00], [7.30, 0.06, 19.08], [6.90, 2.27, 17.66], [6.09, 0.91, 17.24], [6.03, 1.21, 14.77], [7.49, 1.72, 13.87], [6.58, 2.76, 14.97], [8.26, -0.34, 16.42], [8.86, -1.20, 17.39], [17.92, -5.57, 18.66], [18.97, -6.42, 18.87], [19.91, -6.79, 17.79], [20.92, -7.55, 17.85], [19.61, -6.09, 16.50], [18.57, -5.28, 16.30], [17.52, -5.04, 17.31], [16.47, -4.39, 17.18], [18.37, -4.72, 15.07], [19.24, -6.93, 20.13], [17.33, -5.15, 19.47], [20.25, -6.26, 15.65], [17.95, -3.86, 15.20], [19.98, -7.54, 20.09], [9.72, 5.09, 14.86], [9.30, 5.05, 16.14], [9.94, 4.39, 17.34], [9.39, 4.26, 18.42], [11.20, 3.94, 16.95], [11.75, 3.91, 15.68], [10.96, 4.31, 14.48], [11.31, 4.12, 13.34], [12.94, 3.32, 15.46], [8.09, 5.55, 16.40], [9.26, 5.66, 14.07], [11.71, 3.52, 17.80], [13.30, 3.58, 14.61], [7.91, 5.52, 17.34], [13.67, -6.69, 15.88], [12.94, -7.04, 16.92], [13.38, -8.02, 17.96], [12.76, -8.38, 18.95], [14.67, -8.62, 17.66], [15.40, -8.25, 16.64], [15.02, -7.20, 15.60], [15.76, -6.69, 14.80], [16.69, -8.68, 16.56], [11.66, -6.56, 17.09], [13.30, -5.86, 15.29], [15.08, -9.31, 18.38], [17.06, -8.35, 15.74], [11.11, -7.26, 17.43], [6.09, -5.53, 12.97], [6.84, -4.46, 12.83], [8.28, -4.29, 13.30], [9.05, -3.41, 13.02], [8.67, -5.37, 14.15], [7.93, -6.49, 14.27], [6.57, -6.70, 13.68], [5.89, -7.68, 13.85], [8.31, -7.57, 14.99], [6.36, -3.43, 12.05], [5.09, -5.52, 12.55], [9.63, -5.36, 14.64], [7.81, -8.33, 14.68], [7.07, -2.78, 12.05], [11.99, 1.56, 20.58], [12.72, 0.57, 21.17], [13.16, 0.62, 22.62], [13.60, -0.33, 23.23], [12.85, 1.95, 23.18], [12.10, 2.91, 22.67], [11.43, 2.77, 21.33], [10.71, 3.59, 20.72], [12.09, 4.13, 23.20], [13.20, -0.51, 20.45], [11.76, 1.58, 19.53], [13.34, 2.14, 24.13], [12.66, 4.16, 23.97], [13.26, -1.33, 20.95]],
  "lowdin_charge": [0.07, -0.38, 0.04, 0.02, 0.07, 0.09, 0.09, 0.08, -0.39, 0.03, 0.05, 0.09, 0.09, 0.11, -0.05, -0.40, -0.16, -0.18, -0.17, 0.03, 0.07, 0.07, 0.06, 0.13, 0.12, 0.11, 0.08, 0.08, 0.08, 0.06, 0.07, -0.08, -0.47, -0.16, -0.20, -0.12, 0.04, 0.08, 0.08, 0.09, 0.13, 0.12, 0.12, 0.08, 0.08, 0.09, 0.06, 0.07, -0.01, -0.38, -0.19, -0.18, -0.08, 0.04, 0.08, 0.06, 0.07, 0.15, 0.12, 0.10, 0.09, 0.06, 0.07, 0.10, 0.04, -0.05, -0.41, -0.18, -0.25, -0.05, 0.04, 0.06, 0.07, 0.07, 0.13, 0.12, 0.11, 0.08, 0.09, 0.07, 0.08, 0.06, -0.06, -0.43, -0.21, -0.19, -0.05, 0.03, 0.06, 0.07, 0.08, 0.13, 0.12, 0.13, 0.08, 0.08, 0.08, 0.05, 0.08, -0.06, -0.44, -0.18, -0.24, -0.06, 0.05, 0.08, 0.08, 0.08, 0.10, 0.12, 0.12, 0.08, 0.08, 0.08, 0.05, 0.08, -0.09, -0.45, -0.15, -0.21, -0.11, 0.05, 0.07, 0.09, 0.08, 0.15, 0.12, 0.12, 0.09, 0.07, 0.08, 0.04, 0.05, 0.10, -0.21, -0.27, 0.07, 0.07, -0.24, -0.28, 0.08, 0.06, 0.08, 0.12, 0.13, 0.00, 0.10, 0.09, -0.23, -0.34, 0.12, 0.07, -0.18, -0.31, 0.12, 0.08, 0.10, 0.13, 0.11, 0.10, 0.11, 0.08, -0.21, -0.32, 0.11, 0.06, -0.21, -0.30, 0.14, 0.09, 0.05, 0.14, 0.14, 0.10, 0.11, 0.06, -0.19, -0.31, 0.12, 0.07, -0.20, -0.33, 0.13, 0.09, 0.08, 0.14, 0.13, 0.11, 0.05, 0.08, -0.18, -0.31, 0.12, 0.05, -0.25, -0.24, 0.09, 0.12, 0.03, 0.10, 0.13, 0.12, 0.07]
}


{
  "formula": "C60H150BeCl2N10O8",
  "method": "the ωB97M-V functional and the def2-TZVPD basis",
  "lumo_ha": 0.00422,
  "homo_lumo_gap_ev": 7.953,
  "charge": 0,
  "homo_energy_ev": -7.84,
  "elements": ["Be", "Cl", "O", "O", "O", "O", "Cl", "O", "O", "O", "O", "C", "C", "N", "C", "C", "C", "C", "H", "H", "H", "H", "H", "H", "H", "H", "H", "H", "H", "H", "H", "H", "H", "C", "C", "N", "C", "C", "C", "C", "H", "H", "H", "H", "H", "H", "H", "H", "H", "H", "H", "H", "H", "H", "H", "C", "C", "N", "C", "C", "C", "C", "H", "H", "H", "H", "H", "H", "H", "H", "H", "H", "H", "H", "H", "H", "H", "C", "C", "N", "C", "C", "C", "C", "H", "H", "H", "H", "H", "H", "H", "H", "H", "H", "H", "H", "H", "H", "H", "C", "C", "N", "C", "C", "C", "C", "H", "H", "H", "H", "H", "H", "H", "H", "H", "H", "H", "H", "H", "H", "H", "C", "C", "N", "C", "C", "C", "C", "H", "H", "H", "H", "H", "H", "H", "H", "H", "H", "H", "H", "H", "H", "H", "C", "C", "N", "C", "C", "C", "C", "H", "H", "H", "H", "H", "H", "H", "H", "H", "H", "H", "H", "H", "H", "H", "C", "C", "N", "C", "C", "C", "C", "H", "H", "H", "H", "H", "H", "H", "H", "H", "H", "H", "H", "H", "H", "H", "C", "C", "N", "C", "C", "C", "C", "H", "H", "H", "H", "H", "H", "H", "H", "H", "H", "H", "H", "H", "H", "H", "C", "C", "N", "C", "C", "C", "C", "H", "H", "H", "H", "H", "H", "H", "H", "H", "H", "H", "H", "H", "H", "H"],
  "coordinates": [[19.28, 15.90, 21.74], [19.76, 14.95, 19.01], [21.10, 14.80, 19.32], [19.59, 15.67, 17.82], [19.17, 13.64, 19.18], [19.12, 15.86, 20.04], [18.48, 18.16, 23.14], [18.03, 17.71, 24.44], [19.21, 17.31, 22.16], [17.30, 18.54, 22.42], [19.37, 19.26, 23.27], [12.51, 14.12, 15.27], [12.33, 13.95, 16.82], [12.49, 12.55, 17.33], [13.76, 11.98, 16.97], [14.94, 12.81, 17.45], [11.42, 11.68, 16.77], [10.01, 12.02, 17.27], [12.40, 15.16, 14.96], [11.74, 13.55, 14.74], [13.50, 13.85, 14.95], [12.94, 14.67, 17.40], [11.30, 14.17, 17.03], [13.83, 11.02, 17.48], [13.97, 11.83, 15.90], [15.89, 12.23, 17.21], [15.11, 13.86, 17.07], [14.99, 12.84, 18.54], [11.69, 10.65, 17.08], [11.45, 11.61, 15.67], [10.15, 12.17, 18.38], [9.21, 11.30, 16.97], [9.70, 12.95, 16.79], [14.85, 7.14, 22.79], [14.07, 7.74, 21.61], [14.91, 8.68, 20.89], [15.91, 8.14, 20.00], [17.10, 9.07, 19.92], [14.20, 9.81, 20.30], [13.06, 9.42, 19.35], [15.57, 6.36, 22.47], [14.28, 6.62, 23.54], [15.43, 7.97, 23.23], [13.68, 6.99, 20.96], [13.21, 8.32, 21.96], [16.19, 7.15, 20.41], [15.55, 7.85, 19.01], [16.93, 9.94, 19.33], [17.39, 9.42, 20.93], [17.99, 8.52, 19.56], [14.90, 10.30, 19.59], [13.96, 10.53, 21.10], [12.38, 8.80, 19.84], [13.42, 8.87, 18.47], [12.62, 10.39, 19.04], [14.70, 19.83, 17.12], [13.21, 20.13, 17.40], [12.32, 19.03, 16.97], [11.04, 19.24, 17.71], [10.03, 18.13, 17.34], [12.11, 18.92, 15.49], [11.23, 20.06, 14.96], [14.85, 20.00, 16.11], [14.98, 18.81, 17.39], [15.38, 20.49, 17.66], [13.08, 20.23, 18.49], [12.96, 21.07, 16.91], [11.31, 19.11, 18.79], [10.59, 20.27, 17.57], [9.31, 18.02, 18.19], [9.41, 18.29, 16.41], [10.69, 17.25, 17.36], [11.65, 17.97, 15.32], [13.10, 18.90, 15.08], [11.60, 21.02, 15.35], [10.17, 19.99, 15.21], [11.22, 20.18, 13.87], [26.45, 15.60, 17.86], [27.13, 15.46, 19.19], [26.19, 15.30, 20.25], [26.77, 15.78, 21.50], [26.91, 17.33, 21.59], [25.36, 14.08, 20.26], [26.10, 12.77, 20.32], [25.99, 14.65, 17.64], [27.18, 15.93, 17.10], [25.66, 16.39, 17.95], [27.83, 14.61, 19.17], [27.62, 16.40, 19.40], [26.17, 15.37, 22.26], [27.76, 15.36, 21.58], [26.16, 17.87, 20.97], [26.83, 17.57, 22.64], [27.85, 17.63, 21.25], [24.76, 14.14, 19.36], [24.66, 14.16, 21.11], [26.59, 12.57, 21.30], [26.77, 12.69, 19.46], [25.39, 11.93, 20.12], [17.95, 13.63, 24.71], [18.90, 14.57, 24.07], [19.08, 14.46, 22.55], [20.23, 13.52, 22.23], [21.69, 13.84, 22.73], [17.78, 13.84, 22.06], [16.58, 14.82, 21.81], [18.10, 13.86, 25.77], [18.29, 12.60, 24.51], [16.90, 13.86, 24.57], [18.51, 15.58, 24.13], [19.82, 14.45, 24.55], [19.90, 12.56, 22.65], [20.36, 13.45, 21.16], [22.20, 14.65, 22.25], [21.61, 14.12, 23.78], [22.33, 12.97, 22.69], [17.45, 13.11, 22.79], [17.92, 13.23, 21.16], [16.26, 15.53, 22.64], [15.75, 14.19, 21.55], [16.76, 15.46, 21.00], [24.18, 13.30, 15.82], [23.19, 14.42, 16.00], [23.15, 15.25, 14.84], [22.42, 14.63, 13.79], [22.56, 15.18, 12.37], [22.69, 16.61, 15.07], [23.58, 17.33, 16.07], [24.23, 12.60, 16.61], [25.14, 13.85, 15.69], [24.17, 12.69, 14.89], [22.12, 14.16, 16.23], [23.57, 15.01, 16.82], [22.86, 13.67, 13.64], [21.33, 14.53, 14.07], [23.63, 15.26, 12.18], [22.12, 14.50, 11.60], [22.02, 16.14, 12.24], [21.66, 16.64, 15.31], [22.87, 17.11, 14.03], [24.60, 16.90, 15.99], [23.28, 17.07, 17.10], [23.58, 18.41, 15.99], [19.95, 21.99, 19.64], [20.38, 20.76, 18.86], [19.39, 20.52, 17.78], [19.35, 19.14, 17.33], [18.03, 18.64, 16.72], [19.42, 21.49, 16.73], [20.69, 21.50, 15.83], [19.88, 22.88, 18.99], [20.69, 22.18, 20.45], [18.98, 21.79, 20.12], [21.38, 21.01, 18.48], [20.42, 19.85, 19.40], [20.20, 18.91, 16.62], [19.57, 18.46, 18.13], [17.18, 18.79, 17.39], [17.78, 19.12, 15.79], [18.08, 17.58, 16.47], [19.31, 22.47, 17.14], [18.58, 21.32, 16.07], [20.88, 20.59, 15.27], [21.49, 21.79, 16.44], [20.51, 22.30, 15.02], [25.09, 9.36, 18.11], [23.81, 8.76, 18.70], [23.05, 9.58, 19.66], [22.75, 10.88, 19.09], [21.92, 10.87, 17.75], [21.84, 8.97, 20.20], [21.40, 9.63, 21.50], [25.82, 9.49, 18.97], [24.92, 10.32, 17.65], [25.40, 8.58, 17.40], [23.10, 8.39, 17.88], [24.15, 7.84, 19.27], [22.41, 11.55, 19.88], [23.75, 11.25, 18.84], [21.62, 11.89, 17.62], [22.57, 10.68, 16.93], [20.99, 10.37, 17.70], [22.04, 7.94, 20.44], [21.10, 8.99, 19.39], [20.54, 9.06, 21.80], [21.24, 10.72, 21.40], [22.23, 9.50, 22.28], [20.69, 9.74, 13.56], [20.09, 9.02, 14.79], [18.63, 9.17, 14.97], [18.20, 8.73, 16.31], [18.37, 7.23, 16.60], [18.26, 10.65, 14.88], [18.61, 11.57, 16.07], [20.16, 9.34, 12.68], [21.80, 9.45, 13.48], [20.68, 10.81, 13.57], [20.24, 7.98, 14.68], [20.67, 9.33, 15.69], [18.76, 9.22, 17.10], [17.17, 9.14, 16.35], [17.76, 6.83, 17.44], [18.18, 6.74, 15.59], [19.39, 7.01, 16.84], [17.20, 10.56, 14.81], [18.69, 11.08, 14.03], [18.16, 11.34, 17.05], [18.27, 12.53, 15.71], [19.67, 11.66, 16.32], [16.27, 15.54, 13.28], [17.75, 15.72, 13.06], [17.99, 16.73, 11.99], [18.17, 18.07, 12.57], [19.55, 18.36, 13.10], [19.14, 16.40, 11.10], [18.77, 15.36, 10.02], [15.71, 16.38, 13.80], [16.14, 14.74, 14.01], [15.70, 15.40, 12.32], [18.28, 16.04, 13.93], [18.21, 14.81, 12.69], [17.93, 18.79, 11.83], [17.40, 18.07, 13.34], [19.98, 17.54, 13.65], [20.25, 18.73, 12.33], [19.46, 19.20, 13.83], [20.03, 16.01, 11.65], [19.36, 17.33, 10.58], [18.32, 14.49, 10.46], [19.73, 15.03, 9.57], [18.07, 15.72, 9.25]],
  "lowdin_charge": [0.26, 0.70, -0.29, -0.26, -0.31, -0.29, 0.77, -0.28, -0.26, -0.28, -0.27, -0.06, -0.22, -0.17, -0.30, -0.09, -0.28, -0.09, 0.06, 0.07, 0.05, 0.11, 0.08, 0.08, 0.11, 0.07, 0.09, 0.06, 0.10, 0.10, 0.09, 0.08, 0.05, -0.09, -0.26, -0.22, -0.27, -0.08, -0.23, -0.08, 0.07, 0.06, 0.08, 0.10, 0.12, 0.11, 0.11, 0.04, 0.08, 0.07, 0.09, 0.12, 0.04, 0.09, 0.06, -0.09, -0.26, -0.19, -0.28, -0.10, -0.22, -0.09, 0.04, 0.07, 0.08, 0.11, 0.10, 0.12, 0.12, 0.08, 0.08, 0.07, 0.09, 0.09, 0.07, 0.06, 0.07, -0.08, -0.30, -0.21, -0.24, -0.07, -0.24, -0.08, 0.04, 0.09, 0.09, 0.11, 0.11, 0.09, 0.10, 0.09, 0.06, 0.03, 0.10, 0.11, 0.09, 0.07, 0.06, -0.08, -0.18, -0.16, -0.17, -0.03, -0.19, -0.03, 0.10, 0.10, 0.09, 0.08, 0.09, 0.12, 0.07, 0.06, 0.06, 0.08, 0.08, 0.12, 0.11, 0.08, 0.04, -0.07, -0.27, -0.22, -0.28, -0.09, -0.24, -0.09, 0.04, 0.08, 0.08, 0.13, 0.08, 0.08, 0.13, 0.08, 0.08, 0.05, 0.09, 0.14, 0.07, 0.07, 0.07, -0.09, -0.23, -0.18, -0.25, -0.07, -0.25, -0.07, 0.06, 0.08, 0.08, 0.11, 0.09, 0.12, 0.08, 0.05, 0.04, 0.06, 0.09, 0.10, 0.04, 0.03, 0.10, -0.09, -0.27, -0.21, -0.22, -0.05, -0.27, -0.08, 0.10, 0.04, 0.08, 0.13, 0.12, 0.10, 0.07, 0.05, 0.06, 0.03, 0.10, 0.10, 0.06, 0.05, 0.10, -0.08, -0.25, -0.16, -0.29, -0.08, -0.21, -0.08, 0.08, 0.10, 0.04, 0.09, 0.10, 0.08, 0.12, 0.07, 0.09, 0.05, 0.10, 0.08, 0.06, 0.07, 0.05, -0.09, -0.25, -0.18, -0.25, -0.09, -0.26, -0.09, 0.08, 0.05, 0.09, 0.09, 0.10, 0.10, 0.10, 0.05, 0.08, 0.06, 0.09, 0.11, 0.05, 0.07, 0.08]
}